89
Properties=species:S:1:pos:R:3 method="wB97M-V/def2-TZVPD" largest_force_ev_per_a=1.611 energy_ev=-156992.3006 gap_ev="6.010 / 6.010" total_charge=-1 homo_ha="-0.1616 / -0.1616"
H -3.21074 -2.26903 -2.73777
C -4.22250 -2.71495 -0.22946
Br 3.07441 -8.28118 0.23944
C 3.25025 -5.57164 1.10158
O 2.88920 -1.66877 -1.52316
C 0.97918 5.11457 1.93726
C 0.97912 4.39089 0.72864
C 2.49342 -5.87876 -1.17807
H 2.24437 -6.54718 -1.99084
H -4.29910 -3.80366 -0.24144
H -2.33164 3.42184 -3.16946
H -4.69530 1.14879 -1.38679
C 2.92029 -6.38971 0.03551
C 2.12457 3.30264 3.06091
H 2.58350 2.90694 3.95677
C -1.79771 -2.87981 0.36678
O -2.25831 0.85217 -2.54669
O 4.32420 0.65082 -0.26872
Cl 6.84073 -3.16369 3.37160
C 0.45532 4.87081 -0.48986
H -4.94543 -2.30026 -0.93482
C 1.52598 3.08506 0.72231
H -4.10137 0.05652 1.12694
H -0.68277 1.28304 2.06143
H -3.05725 3.23958 2.75346
C 2.72115 -3.66177 -0.26800
H -4.46537 -2.35689 0.77259
S 0.12307 -0.30344 -1.32729
Pd 1.94800 0.43153 -0.03889
H -1.79897 -3.96947 0.29537
H -3.38630 3.67644 1.06463
C -2.67159 1.66195 1.32797
H -4.10399 3.59783 -3.12968
C -1.68514 0.87900 2.18894
H 3.37382 -3.52601 1.76020
H -0.79719 -2.51320 0.14134
C 1.53460 4.56805 3.06971
H 1.13933 2.15292 -2.39451
H -2.39741 1.64819 -4.96276
H -4.40074 1.13421 2.51384
C 6.10733 -1.98794 2.30607
C -2.80833 -2.28286 -0.61326
H -1.49974 -2.42246 -2.31975
H -5.55044 1.47671 -2.91362
C 1.08437 2.81111 -1.54047
H 6.14672 -1.04840 -0.95192
C 5.88166 -1.06879 0.09659
C -2.70630 3.13452 1.72517
C 2.60584 -2.16879 -0.43920
H -4.78376 1.66685 0.86408
C 3.13740 -4.19791 0.94495
C 6.46236 -1.96994 0.94656
H 2.08842 -4.06534 -2.26425
C -3.38943 1.54790 -3.05822
C -4.68295 0.98827 -2.46561
C 5.19369 -1.10299 2.80551
H 1.52894 5.14339 3.98765
O -2.80786 -0.85246 -0.50001
H -3.20027 3.16639 -1.65294
C -4.08375 1.08697 1.47010
H 0.55461 6.11090 1.95601
H -1.95352 0.93265 3.24577
H 7.20179 -2.66875 0.57671
H -4.15556 1.91553 -5.05060
H -0.01198 5.84749 -0.52654
C 4.54311 -0.19329 1.95222
C -3.25537 3.03695 -2.73265
C 2.13542 2.54383 1.89644
H 3.59369 -6.00149 2.03258
H -1.71445 3.57178 1.64661
O -2.25536 1.62314 -0.04414
H -3.50302 0.27894 -4.80116
C 0.53760 4.09380 -1.61495
H 3.62587 0.92435 3.55350
C -3.36524 1.33592 -4.56954
H 4.94019 -1.11995 3.85970
H -1.67336 -0.16522 1.87241
O 2.19132 -1.52540 0.59726
N 1.53612 2.31590 -0.40398
C 2.40720 -4.50264 -1.32703
Si -1.84970 0.37762 -1.03505
N 2.77225 1.34662 1.69270
H -2.04951 -2.59314 1.39109
C -2.50525 -2.73153 -2.04248
H 0.17347 4.45533 -2.56643
H -2.58371 -3.81725 -2.12136
C 3.59706 0.71937 2.47672
C 4.86874 -0.15488 0.53116
H -4.74200 -0.08523 -2.65142